[1]
This record from the OMol25 dataset describes a 2-piece molecular cluster, C5H11N2O overall at a distorted geometry. The level of theory is ωB97M-V/def2-TZVPD.

Geometry as XYZ:
```
19
Properties=species:S:1:pos:R:3
O 0.87977 -0.59008 -0.48830
C 0.11583 0.42552 -0.52366
C -0.26191 0.87768 1.06393
C -1.49829 1.73193 0.75705
C -2.17374 0.98413 -0.35627
C -1.26885 0.20777 -1.03862
N 3.56996 -2.46156 -1.30268
N -0.55483 -0.25610 1.87047
H 0.64225 1.24797 -1.05526
H 0.51607 1.54785 1.43433
H -2.11797 1.73539 1.65353
H -1.22731 2.69988 0.31730
H -3.17803 1.26942 -0.64277
H -1.41924 -0.49564 -1.84600
H 3.79137 -3.37405 -0.91502
H 3.18342 -2.67752 -2.21275
H 2.81034 -2.08298 -0.76175
H -0.29457 -1.11408 1.40636
H -0.07297 -0.24173 2.76911
```

Its total charge is +1. For the molecular weight, the calculation gives 115.16 g mol⁻¹. The energy comes out at -381.40432 hartree. Its highest occupied orbital energy is -12.49 eV. The value obtained for the relative energy (zero: lowest compared OMol25 entry of this formula, charge and spin) is 162.9 kcal/mol.

=====

[2]
This record from the OMol25 dataset describes H14LiO7 as an isolated structure at a distorted geometry. The level of theory is ωB97M-V/def2-TZVPD.

Geometry as XYZ:
```
22
Properties=species:S:1:pos:R:3
Li -0.04014 0.02064 -0.52340
O -1.37506 -1.56495 -1.60476
H -1.65441 -2.20020 -1.04573
H -1.02750 -1.83672 -2.43220
O 0.80857 1.62960 0.63204
H 0.96724 2.52764 0.41716
H 1.65977 1.33384 1.19941
O -0.35499 1.14950 -2.32898
H 0.03880 2.00176 -2.17768
H -0.78725 1.12624 -3.19505
O 0.64278 -1.42375 1.21644
H 1.23360 -1.63007 1.92826
H 0.88745 -2.07725 0.50533
O -1.96789 0.44406 0.63433
H -2.46298 -0.35157 0.72898
H -1.91058 0.66456 1.59294
O -0.45665 0.43423 3.28985
H -0.37992 -0.07846 2.40210
H 0.34689 1.00930 3.20872
O 1.70994 -0.11695 -1.33630
H 2.51597 -0.38253 -0.88041
H 1.60635 -0.67892 -2.23103
```

Its total charge is +1. For the molecular weight, the calculation gives 133.05 g mol⁻¹. The energy comes out at -542.44806 hartree. Its highest occupied orbital energy is -14.49 eV. The value obtained for the relative energy (zero: lowest compared OMol25 entry of this formula, charge and spin) is 28.9 kcal/mol.

=====

[3]
This record from the OMol25 dataset describes a 5-piece molecular cluster, C8H24IO8 overall at a distorted geometry. The level of theory is ωB97M-V/def2-TZVPD.

Geometry as XYZ:
```
41
Properties=species:S:1:pos:R:3
I 1.43514 -2.18086 -1.45127
C 3.11130 3.22086 -2.82711
C 2.62180 1.86931 -2.16026
O 3.20485 0.76217 -2.87089
O 3.08101 3.09432 -4.20650
H 4.12350 3.47555 -2.51297
H 2.51785 4.09778 -2.56835
H 1.56408 1.69485 -1.96301
H 2.91579 1.81813 -1.11190
H 2.74520 -0.00712 -2.52665
H 3.08497 2.13805 -4.29107
C -2.40634 1.10118 -1.31564
C -2.41140 -0.24963 -2.09256
O -1.29289 -0.19550 -3.00081
O -1.42241 1.16503 -0.33032
H -3.32215 1.33699 -0.77362
H -2.13518 1.89238 -2.01462
H -3.27294 -0.23483 -2.76012
H -2.42547 -1.14212 -1.46698
H -0.47357 -0.36785 -2.53113
H -1.56149 0.55780 0.40010
C -2.53556 -2.06243 1.86340
C -1.40394 -2.59826 0.98100
O -1.75643 -3.41070 -0.06190
O -3.45836 -1.34372 1.03447
H -2.10728 -1.41152 2.62563
H -3.17953 -2.79337 2.35238
H -0.70900 -3.10913 1.64745
H -0.90338 -1.74484 0.52359
H -1.07389 -3.39101 -0.73670
H -3.90806 -0.65512 1.52963
C 1.02919 -0.85574 3.05916
C 0.94601 0.33751 4.00693
O 2.14433 1.10932 4.20978
O 0.44805 -0.59023 1.82881
H 0.64539 -1.82270 3.38440
H 2.09314 -0.90437 2.82728
H 0.82760 -0.06578 5.01261
H 0.03139 0.88120 3.77035
H 2.26154 1.60869 3.39831
H 0.92713 -1.02430 1.11912
```

Its total charge is -1. For the molecular weight, the calculation gives 375.18 g mol⁻¹. The energy comes out at -1218.84226 hartree. Its highest occupied orbital energy is -5.08 eV. The value obtained for the relative energy (zero: lowest compared OMol25 entry of this formula, charge and spin) is 34.5 kcal/mol.

=====

Question: What is the molecular weight in the first record?
Answer: 115.16 g mol⁻¹